[1]
13
Properties=species:S:1:pos:R:3:forces:R:3 method="wB97M-V/def2-TZVPD" lumo_energy_ev=0.90 orbital_gap_ev=8.270 smiles=Nc1[nH]ccc1O de_lowest_kcal_mol=30.0 total_energy_ha=-340.74715
N 1.85774 0.98441 -0.05348 0.0689 -0.1823 0.0516
C 0.57861 0.46662 0.26708 -0.1548 -0.1406 -0.2998
N -0.49265 1.27467 -0.01248 0.0236 0.0227 -0.1415
C -1.61252 0.51755 -0.19923 -0.1142 -0.0391 -0.0017
C -1.27197 -0.79818 0.01944 -0.0950 -0.0395 0.0245
C 0.11060 -0.82035 0.35307 -0.0881 0.2987 -0.0863
O 0.93310 -1.88826 0.60740 -0.1288 -0.1397 -0.1941
H 1.81320 1.08745 -1.06733 0.4253 0.1856 0.1053
H 2.55456 0.26620 0.11153 0.0623 0.1212 0.2002
H -0.41726 2.27882 -0.03949 -0.0999 -0.1638 -0.1134
H -2.53998 0.97120 -0.51396 0.0217 -0.1183 0.2284
H -1.90580 -1.65816 -0.15202 -0.0154 0.1190 0.2407
H 0.39237 -2.68197 0.67947 0.0944 0.0763 -0.0137

---

[2]
49
Properties=species:S:1:pos:R:3:forces:R:3 method="wB97M-V/def2-TZVPD" lumo_energy_ev="4.39 / 2.77" charge=-2 spin_multiplicity=5 orbital_gap_ev="3.069 / 4.897" total_energy_ha=-2962.44214
O 5.52958 1.54208 0.21696 0.1480 0.3110 0.3029
C 4.76112 2.31106 0.60811 0.5249 -1.8168 -1.3150
Fe 3.40290 3.45256 1.00708 3.5194 -1.2088 3.3186
C 4.70553 4.55690 1.55089 1.6596 2.2962 0.3781
O 5.52134 5.31065 1.90400 -0.2379 -0.4769 -0.0102
C 3.31448 2.94351 2.72050 -0.2662 -1.1890 1.7007
O 3.20485 2.57359 3.81787 -0.0826 0.4025 -0.5844
C 1.96760 2.22488 0.23310 -0.7316 -0.8533 -0.2259
C 0.77098 2.49657 1.09676 -0.4376 0.1439 0.6044
C 0.52687 4.00831 1.14734 -0.3397 -0.5437 0.1028
C 1.85896 4.70318 1.33355 -1.2765 1.2116 -0.0557
C 2.60428 5.17056 0.22387 -1.4331 1.6129 -0.2788
C 2.74795 4.35221 -0.90498 -0.3621 1.3350 -1.4545
C 2.49228 2.97982 -0.83682 -0.8112 -1.4860 -1.4301
H 2.18771 1.15038 0.19826 -0.1008 0.3081 -0.3398
H -0.11702 1.89933 0.81550 0.1489 0.2135 -0.2124
H 1.02363 2.16143 2.12256 -0.2706 0.0783 -0.3639
H 0.01997 4.33706 0.22578 0.1847 -0.0377 0.1296
H -0.13621 4.25645 1.99033 0.0262 -0.0288 -0.1928
H 1.91098 5.28115 2.26303 0.1160 0.0736 -0.3530
H 3.05555 6.16531 0.26221 0.1988 -0.3005 -0.1423
H 3.28958 4.73927 -1.77742 -0.2028 -0.2005 0.3366
H 2.92741 2.36932 -1.63628 0.0736 0.2618 0.1434
C -4.01512 -0.92419 3.31324 -0.0565 0.0839 -0.0993
C -2.76297 -1.16957 2.50475 -0.0383 0.0851 0.2813
O -3.07536 -1.56072 1.15404 0.2978 0.2353 0.8761
C -1.97056 -1.45967 0.35394 0.7251 0.8329 0.7253
C -2.21486 -2.09955 -0.89728 -0.2171 0.8151 0.6415
S -1.00420 -2.26581 -2.06357 1.0159 -4.7850 -3.3298
C -1.38301 -3.92736 -2.66665 0.8994 3.2601 0.7779
C -0.80819 -5.03044 -2.03893 0.2264 -2.2474 0.8180
C -1.20113 -6.32017 -2.39998 0.7307 1.1876 0.8757
C -2.17070 -6.50037 -3.39458 -0.3389 -1.4678 -0.4815
C -2.73686 -5.38826 -4.03049 -0.0609 1.7220 0.0484
C -2.33953 -4.10056 -3.66216 -1.7023 -1.1386 -1.2897
O -1.22859 -1.37792 -3.17902 -0.3387 1.0369 0.4720
O 0.28724 -2.40540 -1.45432 0.2646 0.9444 0.7076
O -0.94765 -0.88824 0.71298 -1.1114 -0.7253 -0.5306
H -3.67666 -0.79477 4.34681 -0.2562 0.0199 -0.0343
H -4.49377 0.00732 2.98754 -0.0729 -0.2621 0.0830
H -4.73161 -1.75227 3.26834 0.1436 0.1448 -0.0139
H -2.17373 -0.24228 2.50093 -0.0009 -0.4383 -0.0984
H -2.16655 -1.96979 2.97602 -0.0533 0.2785 -0.2964
H -3.17642 -2.50190 -1.14235 -0.3640 -0.1228 -0.0700
H -0.06873 -4.88550 -1.25954 0.0149 0.0021 -0.0887
H -0.74997 -7.17684 -1.89186 -0.1008 0.2252 -0.1752
H -2.48955 -7.50813 -3.66975 0.0862 0.2320 0.0428
H -3.49360 -5.51100 -4.80981 0.2251 0.0184 0.1746
H -2.77827 -3.23215 -4.14052 0.0348 -0.0432 -0.0745

---

[3]
67
Properties=species:S:1:pos:R:3:forces:R:3 method="wB97M-V/def2-TZVPD" lumo_energy_ev=2.20 charge=-1 orbital_gap_ev=7.285 de_lowest_kcal_mol=11.9 total_energy_ha=-2801.87543
K -0.35327 -0.25305 -0.26152 -0.1492 0.0016 -0.1053
O 3.72597 -2.33376 0.16289 0.0077 -0.0470 -0.0474
C 2.46071 -2.49498 -0.28324 -0.0427 0.0144 0.1543
O 2.12741 -2.27044 -1.41100 -0.0120 0.0310 0.0181
C 1.56785 -2.98906 0.83439 -0.0067 -0.0500 -0.0414
O 0.23515 -2.88253 0.44334 0.1538 -0.0168 0.0806
C -0.65392 -3.51741 1.36545 0.0146 -0.0045 -0.0835
C -2.08972 -3.05699 1.05144 -0.0196 0.0724 -0.0225
O -2.96461 -3.93567 0.96984 0.0200 -0.0221 0.0635
O -2.21953 -1.81423 0.91811 -0.0061 0.0588 -0.1391
H 4.24159 -2.00509 -0.58827 0.0034 0.0061 0.0008
H 1.77709 -2.40610 1.74087 0.0223 0.0060 -0.0039
H 1.85362 -4.02889 1.05077 0.0187 0.0034 -0.0245
H -0.40610 -3.20943 2.38899 -0.0088 -0.0238 0.0142
H -0.55895 -4.60249 1.27281 -0.0227 -0.0024 0.0173
C 0.99640 2.75598 -4.24787 -0.0208 0.0104 -0.0138
C 0.50751 1.69451 -3.30296 0.0173 -0.0196 0.0472
N 0.67165 1.72195 -2.03286 -0.0017 0.0152 0.0497
N 1.36142 2.78541 -1.51982 -0.0156 -0.0269 0.0051
C 1.29216 2.83023 -0.19807 0.0341 0.0192 -0.0017
O 0.63877 2.06459 0.56839 0.0394 -0.0171 -0.0422
C 2.09582 3.93971 0.42990 -0.0160 0.0051 -0.0112
C 2.17186 4.02318 1.81614 0.0094 0.0022 0.0056
C 2.90396 5.03605 2.42147 -0.0051 -0.0083 -0.0029
C 3.56957 5.97429 1.64721 -0.0008 0.0031 -0.0020
C 3.49974 5.89469 0.26087 0.0036 0.0022 0.0042
C 2.76807 4.88516 -0.34339 -0.0075 0.0054 -0.0035
C -0.23347 0.53053 -3.85236 0.0247 -0.0278 0.0337
C -0.71035 0.53896 -5.16520 -0.0088 0.0174 -0.0243
C -1.41015 -0.55480 -5.64407 0.0032 -0.0022 0.0100
C -1.61091 -1.64249 -4.81112 0.0093 0.0085 0.0071
C -1.09593 -1.56959 -3.52385 -0.0030 -0.0206 0.0162
N -0.43226 -0.52457 -3.05219 -0.0307 -0.0334 -0.0602
H 1.68790 3.40594 -3.72066 0.0039 -0.0016 0.0023
H 0.16790 3.36673 -4.61884 -0.0003 0.0017 0.0053
H 1.49306 2.31134 -5.11320 0.0009 0.0019 0.0013
H 1.66335 3.29047 2.42970 0.0032 0.0031 -0.0038
H 2.94734 5.08521 3.50255 0.0028 0.0039 -0.0002
H 4.14008 6.76545 2.11903 0.0010 0.0021 -0.0003
H 4.01660 6.62485 -0.35067 0.0005 0.0026 0.0021
H 2.70260 4.81119 -1.41971 -0.0006 -0.0008 -0.0008
H -0.54563 1.39996 -5.79724 -0.0029 -0.0003 0.0026
H -1.79423 -0.55534 -6.65701 0.0017 -0.0003 0.0007
H -2.14589 -2.52321 -5.14014 0.0006 0.0012 -0.0013
H -1.22215 -2.39922 -2.83320 0.0037 0.0017 -0.0046
S 0.21554 2.23555 4.67430 -0.0107 0.0084 0.0024
C -1.22623 2.15835 3.83854 -0.0149 -0.0464 0.0254
N -1.22243 2.18671 2.46094 -0.0506 -0.0069 0.0462
C -2.33265 2.10642 1.71502 -0.0131 -0.0228 -0.0104
C -3.54741 2.00041 2.32320 -0.0129 0.0155 0.0141
C -3.52148 1.97948 3.72726 -0.0050 -0.0039 -0.0063
N -2.43981 2.05463 4.45971 0.0155 0.0237 -0.0074
H -0.32096 2.24508 1.94948 0.0337 0.0110 -0.0260
H -2.19853 2.11365 0.64055 0.0558 0.0226 0.0041
H -4.46119 1.92630 1.75602 0.0050 -0.0033 -0.0044
H -4.45519 1.89109 4.27786 0.0016 0.0029 0.0007
C -4.43918 -2.39021 -1.59740 -0.0252 0.0149 0.0034
N -4.68275 -1.11961 -0.90549 0.0327 -0.0582 -0.0678
C -5.27078 -1.25648 0.43148 0.0129 0.0260 -0.0383
C -3.74877 -0.18829 -1.05422 -0.0328 0.0458 0.1530
N -2.98886 0.67111 -1.21245 -0.0287 0.0233 -0.0264
H -5.40399 -2.86621 -1.77920 0.0012 -0.0013 -0.0020
H -3.82082 -3.05158 -0.98669 0.0123 0.0001 0.0067
H -3.96394 -2.18670 -2.55590 0.0052 -0.0028 0.0122
H -6.23022 -1.76275 0.32056 -0.0017 -0.0063 0.0120
H -5.44205 -0.26540 0.84810 0.0086 -0.0084 0.0006
H -4.60763 -1.82817 1.08089 -0.0072 -0.0090 0.0069

---

[4]
86
Properties=species:S:1:pos:R:3:forces:R:3 method="wB97M-V/def2-TZVPD" lumo_energy_ev=2.07 charge=-1 orbital_gap_ev=6.500 total_energy_ha=-2653.11653
C -3.70426 -1.14906 1.53687 -0.1560 0.3423 -0.9150
C -4.93679 -0.43529 0.89133 2.1750 -0.1661 0.8770
O -5.98370 -0.89682 1.14194 -2.5278 -0.3570 0.0429
O -4.78045 0.71089 0.10066 1.4594 -0.7984 -0.1787
C -5.10624 0.47007 -1.26263 0.0164 0.2629 -1.5738
O -6.23070 0.18328 -1.48637 -1.7611 -0.6752 0.0162
C -4.14691 0.60249 -2.46157 0.4953 1.1575 1.7900
Nb -1.89369 0.29080 -2.15368 1.5043 0.2860 -0.8145
C -1.77396 2.59369 -1.93400 -0.3709 -0.4127 0.2885
C -0.62237 3.10553 -1.03118 -0.0636 1.0312 -1.3765
C 0.78239 3.05401 -1.72485 -0.8331 0.2311 0.1719
I -0.63572 2.25461 0.95158 0.1139 0.2401 -0.0276
C -1.50636 0.57065 -4.38025 1.7866 -2.1156 -1.9526
C -0.31030 -0.38156 -4.87102 1.2588 1.8408 2.1416
C 1.12164 0.06591 -4.34078 -0.7776 -3.8365 1.8980
O 0.28699 -1.16822 -3.86705 -1.3640 -0.1279 -1.4855
P -2.32739 -2.23248 -2.40212 -0.6341 0.1313 -0.2655
C -4.02736 -2.73989 -1.81893 -0.0067 -0.9343 -0.4826
O -2.34754 -2.68672 -4.05516 -0.5012 0.4631 0.6960
H -4.04976 -2.07779 2.01726 -0.2301 0.6076 -0.0478
H -3.03982 -1.46116 0.71939 0.1828 0.4759 0.4765
H -3.18507 -0.51603 2.27022 0.0186 -0.0882 -0.4794
H -4.26055 1.65009 -2.81758 0.0869 -0.4021 0.2428
H -4.49887 -0.04037 -3.28212 -0.2317 0.0899 0.5296
H -2.25642 0.04608 -0.37275 -0.0420 -0.6157 -0.3842
H -0.13738 0.11005 -1.69668 0.0556 0.5312 0.8057
H -1.64023 3.00660 -2.95716 0.0722 -0.1044 0.4588
H -2.74689 2.98255 -1.57704 0.4186 -0.0743 0.0169
H -0.80285 4.18421 -0.86919 -0.0161 -0.5623 0.5059
H 1.56626 2.83860 -0.98790 -0.0689 -0.0920 -0.5019
H 0.96395 4.05202 -2.17024 0.0212 -0.3904 0.2691
H 0.74771 2.34854 -2.56588 0.3010 -0.0564 0.5205
H -2.30833 0.22184 -5.06504 -0.0963 0.7822 0.3398
H -1.10147 1.55467 -4.67689 -0.8451 -0.0858 0.1305
H -0.35231 -0.78255 -5.90125 0.1964 -0.0022 0.6622
H 1.25252 0.37039 -3.28962 -0.3230 1.7521 -0.8647
H 1.99453 -0.58551 -4.51159 0.1110 1.1769 -1.4190
H -4.19187 -3.77857 -2.17694 0.1100 0.4369 0.1488
H -4.07162 -2.81049 -0.71958 0.0084 0.3288 -0.4146
H -4.85864 -2.14330 -2.23002 0.3332 0.0162 0.3211
H -2.89140 -2.02064 -4.50280 0.1688 -0.2728 -0.0936
C -5.32994 0.62230 4.88319 0.1354 -0.1774 0.3896
C -5.27802 1.97766 4.22285 -0.0734 -0.4475 -0.3682
O -5.39539 3.03871 5.18624 0.1630 0.2524 0.0772
C -4.30137 3.28379 5.90884 -0.2054 -0.2342 -0.0980
O -3.24399 2.71345 5.82867 -0.1153 0.1547 0.0310
O -4.58944 4.27060 6.77007 0.0364 0.0442 -0.0333
C -3.53175 4.56931 7.67899 0.1263 0.1385 0.1786
H -6.22529 0.51683 5.49956 -0.0949 0.0320 -0.1676
H -5.32666 -0.16356 4.12694 -0.0402 0.0239 -0.0117
H -4.47496 0.47518 5.54421 0.0677 -0.0036 -0.1307
H -6.12374 2.07948 3.54378 -0.0297 0.2804 0.1513
H -4.37178 2.09680 3.63130 0.1213 0.1082 0.1251
H -2.60237 4.77396 7.14965 -0.0138 -0.1468 -0.0090
H -3.39775 3.74425 8.37894 0.1212 -0.0217 -0.0865
H -3.82186 5.45841 8.23499 -0.1890 -0.0363 -0.1182
C 5.55962 -4.02716 -4.01784 0.0873 0.0046 0.3225
C 5.60780 -2.65651 -4.66201 -0.0313 -0.4776 -0.3042
O 5.51095 -1.61356 -3.68330 0.0959 0.2022 -0.0012
C 6.61653 -1.37547 -2.97806 -0.2360 -0.1490 0.0026
O 7.67447 -1.94086 -3.09354 -0.0421 0.1333 -0.0134
O 6.33815 -0.40876 -2.09630 0.1294 0.0241 -0.1076
C 7.40906 -0.11763 -1.19768 0.1422 0.1503 0.2335
H 4.66959 -4.12211 -3.39333 -0.0710 0.0003 -0.1444
H 5.54481 -4.80802 -4.77871 -0.0358 0.0391 -0.0224
H 6.42308 -4.19035 -3.37250 0.0542 0.0239 -0.1145
H 4.74981 -2.53450 -5.32233 -0.0491 0.2353 0.1770
H 6.50532 -2.52669 -5.26907 0.0782 0.0593 0.1877
H 8.32808 0.10453 -1.73779 -0.0213 -0.1429 -0.0199
H 7.55994 -0.95383 -0.51435 0.1052 -0.0175 -0.0846
H 7.12036 0.75879 -0.62151 -0.1943 -0.0366 -0.1188
C 4.46294 -1.75921 0.47886 -0.0730 -0.3366 0.2286
C 4.39573 -0.39115 1.12458 0.2566 -0.0839 -0.5402
O 3.49207 -0.37999 2.23621 0.0183 0.1359 0.2493
C 3.94153 -0.93876 3.35673 -0.1463 -0.0736 -0.2604
O 5.02756 -1.43830 3.52152 -0.0549 0.1049 0.0872
O 2.96757 -0.87166 4.27147 0.1275 0.0381 0.0034
C 3.27828 -1.52587 5.49962 -0.0499 -0.0751 0.2577
H 3.46253 -2.10084 0.20765 0.0124 0.1369 -0.1198
H 5.08174 -1.72971 -0.41676 -0.0772 0.0638 -0.0272
H 4.87910 -2.50110 1.16184 0.0843 0.1003 0.0193
H 4.00391 0.32822 0.40599 -0.2093 0.0323 0.2082
H 5.38275 -0.03879 1.43168 -0.0507 -0.1139 0.1929
H 4.22063 -1.16669 5.91116 0.0404 -0.0833 -0.1096
H 3.31508 -2.60481 5.34803 0.1407 0.0291 0.0100
H 2.47919 -1.29665 6.20106 -0.0853 0.0955 -0.1938